{
  "formula": "C3H6O2",
  "method": "the ωB97M-V functional and the def2-TZVPD basis",
  "charge": 0,
  "gap_ev": 11.376,
  "smiles": "OC[C@H]1CO1",
  "e_tot_ha": -268.3296,
  "lumo_ha": 0.0385,
  "homo_ev": -10.328,
  "molar_mass_g_mol": 74.08,
  "fmax_ha_per_bohr": 0.0159,
  "species": ["O", "C", "C", "C", "O", "H", "H", "H", "H", "H", "H"],
  "xyz": [[0.88374, -1.49781, -0.32829], [0.32638, -0.85189, 0.79145], [-0.34972, 0.47592, 0.42029], [-0.10296, 1.17871, -0.82778], [-1.22616, 0.29193, -0.69809], [0.17976, -1.51552, -0.99277], [-0.42606, -1.50847, 1.27707], [1.12663, -0.70551, 1.52448], [-0.71447, 1.05992, 1.26837], [0.72566, 0.85767, -1.45603], [-0.42280, 2.21505, -0.97870]],
  "atomic_forces_ev_per_a": [[-0.16, 0.09, -0.15], [-0.08, 0.33, 0.28], [0.01, -0.63, 0.52], [0.09, 0.24, -0.51], [0.15, 0.16, 0.10], [0.11, -0.09, 0.02], [0.14, 0.41, -0.19], [-0.05, 0.11, -0.18], [-0.28, -0.23, -0.18], [-0.26, -0.14, -0.06], [0.32, -0.24, 0.35]]
}


{
  "formula": "C3H6O2",
  "method": "the ωB97M-V functional and the def2-TZVPD basis",
  "charge": 0,
  "gap_ev": 10.525,
  "smiles": "O=CCCO",
  "e_tot_ha": -268.3534,
  "lumo_ha": 0.0282,
  "homo_ev": -9.757,
  "molar_mass_g_mol": 74.08,
  "fmax_ha_per_bohr": 0.0160,
  "species": ["O", "C", "C", "C", "O", "H", "H", "H", "H", "H", "H"],
  "xyz": [[-2.34001, 0.91561, -0.43714], [-1.32298, 0.34653, -0.74087], [0.04856, 0.80406, -0.32612], [0.64031, -0.29674, 0.62888], [1.31716, -1.38291, 0.00968], [-1.36288, -0.61802, -1.28950], [0.60716, 1.09710, -1.23244], [-0.07758, 1.74022, 0.24610], [1.30068, 0.24104, 1.32068], [-0.21038, -0.71592, 1.19346], [1.39997, -2.13098, 0.62727]],
  "atomic_forces_ev_per_a": [[0.04, -0.02, -0.14], [-0.16, -0.03, 0.09], [-0.10, -0.20, 0.14], [-0.18, 0.43, 0.12], [0.04, 0.07, -0.36], [0.03, 0.09, -0.04], [0.28, -0.64, 0.43], [0.04, -0.48, -0.04], [-0.02, -0.27, 0.02], [0.20, 0.38, 0.05], [-0.17, 0.66, -0.27]]
}


{
  "formula": "C3H6O2",
  "method": "the ωB97M-V functional and the def2-TZVPD basis",
  "charge": 0,
  "gap_ev": 8.240,
  "e_tot_ha": -268.1785,
  "lumo_ha": -0.0579,
  "homo_ev": -9.815,
  "molar_mass_g_mol": 74.08,
  "fmax_ha_per_bohr": 0.1305,
  "species": ["O", "C", "C", "C", "O", "H", "H", "H", "H", "H", "H"],
  "xyz": [[-2.06105, -0.30000, -0.69560], [-1.02787, -0.47717, -0.04926], [-0.60377, 0.60297, 0.94299], [0.60607, 0.98845, 0.67827], [1.27738, -0.49690, -1.33736], [-0.94895, -1.50732, 0.36167], [0.22082, -0.56378, -0.72388], [-1.15001, 0.61574, 1.88439], [1.02620, 0.28398, 0.02327], [1.08459, 1.91084, 0.98094], [1.57659, -1.05681, -2.06545]],
  "atomic_forces_ev_per_a": [[1.43, 0.05, -0.57], [-5.53, 0.00, 3.80], [-0.70, -1.87, -0.01], [0.87, 2.03, 0.73], [-2.29, 0.17, 1.45], [1.10, -0.53, -0.91], [4.72, -1.29, -4.51], [-0.72, 1.02, -0.55], [1.97, 1.50, -0.25], [0.35, -0.43, 0.68], [-1.21, -0.66, 0.15]]
}


{
  "formula": "C3H6O2",
  "method": "the ωB97M-V functional and the def2-TZVPD basis",
  "charge": 0,
  "gap_ev": 10.761,
  "e_tot_ha": -268.2839,
  "lumo_ha": 0.0364,
  "homo_ev": -9.772,
  "molar_mass_g_mol": 74.08,
  "fmax_ha_per_bohr": 0.0040,
  "species": ["O", "C", "C", "C", "O", "H", "H", "H", "H", "H", "H"],
  "xyz": [[0.32819, -0.94983, -0.80796], [1.09855, 0.09522, -0.14042], [-0.11894, 0.86625, 0.36894], [-1.04672, -0.24564, -0.16462], [-1.31512, -1.25833, 0.61072], [-0.18612, -1.60886, 0.04567], [1.69116, 0.62708, -0.88672], [1.76001, -0.33582, 0.61560], [-0.26402, 1.83689, -0.11281], [-0.20644, 0.96536, 1.45240], [-1.74056, 0.00766, -0.98079]],
  "atomic_forces_ev_per_a": [[0.01, -0.17, -0.02], [0.17, 0.12, 0.03], [-0.04, 0.05, 0.09], [-0.07, 0.17, -0.07], [-0.11, 0.05, 0.02], [0.09, 0.07, -0.12], [-0.08, -0.08, 0.12], [-0.10, 0.08, -0.11], [0.02, -0.17, 0.06], [0.03, -0.02, -0.15], [0.10, -0.09, 0.15]]
}


{
  "formula": "C3H6O2",
  "method": "the ωB97M-V functional and the def2-TZVPD basis",
  "charge": 0,
  "gap_ev": 9.743,
  "smiles": "C=CC(O)O",
  "e_tot_ha": -268.2996,
  "lumo_ha": 0.0277,
  "homo_ev": -8.989,
  "molar_mass_g_mol": 74.08,
  "fmax_ha_per_bohr": 0.0833,
  "species": ["C", "C", "C", "O", "O", "H", "H", "H", "H", "H", "H"],
  "xyz": [[1.34904, 0.61235, -0.37800], [0.06105, 0.76130, 0.00279], [-0.64100, -0.31096, 0.72086], [-1.76654, -0.04245, -0.50816], [-0.12490, -1.56078, 0.75679], [1.92415, 1.44401, -0.75109], [1.90774, -0.29262, -0.18640], [-0.38748, 1.74205, 0.07770], [-1.09716, -0.05810, 1.67783], [-1.47900, -0.50294, -1.30854], [0.25410, -1.79187, -0.10378]],
  "atomic_forces_ev_per_a": [[-0.93, 0.44, 0.33], [3.79, 0.51, 1.94], [-1.57, 0.91, -3.42], [-0.64, -1.44, 1.97], [-0.35, -0.03, -0.05], [-0.08, 0.06, -0.37], [-0.10, -0.20, -0.10], [-0.14, -0.14, -0.38], [-0.29, -0.14, -0.42], [0.23, -0.14, 0.32], [0.09, 0.19, 0.18]]
}


{
  "formula": "C3H6O2S",
  "method": "the ωB97M-V functional and the def2-TZVPD basis",
  "charge": 0,
  "gap_ev": 6.369,
  "e_tot_ha": -666.2799,
  "lumo_ha": -0.1351,
  "homo_ev": -10.045,
  "molar_mass_g_mol": 106.15,
  "fmax_ha_per_bohr": 0.1023,
  "species": ["O", "C", "O", "C", "C", "S", "H", "H", "H", "H", "H", "H"],
  "xyz": [[3.14036, 1.63984, 0.93535], [2.03817, 1.68236, 0.35759], [1.46857, 2.61864, -0.55653], [1.13495, 0.47791, 0.48460], [-0.20600, 0.60334, 0.35304], [-2.09507, -1.93403, 0.03848], [2.35216, 2.08969, -0.82924], [1.84319, -0.36413, 0.77299], [-4.01881, -3.86857, -1.46628], [-0.84750, -0.33167, 0.32835], [-0.68696, 1.58285, 0.42950], [-4.12307, -4.19622, -0.84784]],
  "atomic_forces_ev_per_a": [[-2.64, 1.34, -2.21], [-0.95, -2.00, 4.77], [4.13, -2.03, 1.12], [0.13, -0.04, 0.46], [1.49, -1.16, 0.68], [0.17, 0.29, 0.00], [-0.85, 2.95, -3.72], [-1.84, 0.42, -0.73], [0.26, 0.73, -1.27], [0.30, 0.68, 0.27], [-0.02, -0.52, -0.71], [-0.19, -0.67, 1.33]]
}


{
  "formula": "C3H6O2S",
  "method": "the ωB97M-V functional and the def2-TZVPD basis",
  "charge": 0,
  "gap_ev": 10.260,
  "e_tot_ha": -666.4720,
  "lumo_ha": 0.0193,
  "homo_ev": -9.735,
  "molar_mass_g_mol": 106.15,
  "fmax_ha_per_bohr": 0.1190,
  "species": ["C", "C", "C", "H", "H", "H", "H", "H", "H", "O", "O", "S"],
  "xyz": [[-1.91519, -0.27528, -0.72360], [0.57975, 0.35410, 0.10947], [0.86269, -1.30832, 1.71857], [-1.50472, -1.40251, -0.33999], [-2.32982, -0.06430, 0.28330], [-2.70733, -0.58614, -1.78842], [1.72532, -1.98806, 1.27595], [0.18823, -2.08843, 2.17474], [1.29511, -0.49499, 2.25417], [1.69457, 0.84890, 0.51222], [0.09395, -0.92400, 0.55032], [-0.50866, 0.91264, -1.18667]],
  "atomic_forces_ev_per_a": [[-0.72, -4.30, -1.70], [3.47, -0.61, 0.97], [0.63, -4.50, -2.23], [-0.92, 3.21, -2.24], [-0.58, 0.88, -1.21], [2.40, 1.66, 3.74], [-1.26, 1.55, 1.11], [0.74, 1.36, 0.38], [-0.22, 0.39, 0.62], [-5.47, -1.94, -1.94], [2.70, 3.60, 1.22], [-0.76, -1.29, 1.28]]
}


{
  "formula": "C3H6O2S",
  "method": "the ωB97M-V functional and the def2-TZVPD basis",
  "charge": 0,
  "gap_ev": 10.088,
  "smiles": "O=C(O)CCS",
  "e_tot_ha": -666.5805,
  "lumo_ha": 0.0234,
  "homo_ev": -9.451,
  "molar_mass_g_mol": 106.15,
  "fmax_ha_per_bohr": 0.0506,
  "species": ["O", "C", "O", "C", "C", "S", "H", "H", "H", "H", "H", "H"],
  "xyz": [[-2.21307, -1.04176, 0.04741], [-1.64003, -0.01166, -0.15554], [-2.17116, 1.02748, -0.85654], [-0.28420, 0.31202, 0.39877], [0.86902, -0.59192, 0.00662], [2.53586, 0.07176, 0.35805], [-2.98289, 0.65262, -1.25219], [-0.06144, 1.37947, 0.19963], [-0.32688, 0.26963, 1.51032], [0.62272, -0.78109, -1.05968], [0.93357, -1.60399, 0.42245], [2.54102, 0.94176, -0.68219]],
  "atomic_forces_ev_per_a": [[-0.36, -0.34, -0.38], [0.46, 0.36, 0.44], [-0.20, -0.93, -0.20], [0.49, 1.24, 2.23], [-0.26, -0.61, -1.70], [-0.60, 0.27, -0.81], [0.13, 0.39, 0.20], [0.10, -0.69, -0.23], [-0.47, 0.08, -0.54], [1.25, -0.01, 0.19], [-0.68, 0.40, 0.40], [0.13, -0.16, 0.40]]
}


{
  "formula": "C3H6O2S",
  "method": "the ωB97M-V functional and the def2-TZVPD basis",
  "charge": 0,
  "gap_ev": 9.308,
  "smiles": "OC[C@]1(O)CS1",
  "e_tot_ha": -666.5105,
  "lumo_ha": 0.0217,
  "homo_ev": -8.719,
  "molar_mass_g_mol": 106.15,
  "fmax_ha_per_bohr": 0.1095,
  "species": ["O", "C", "C", "O", "C", "S", "H", "H", "H", "H", "H", "H"],
  "xyz": [[-0.25194, -1.40731, -1.52435], [0.37181, -0.25949, -1.07380], [-0.19177, 0.30236, 0.16333], [-1.47346, 0.61271, 0.14704], [0.48036, 0.76630, 1.36139], [0.46141, -1.04485, 1.68842], [-0.22048, -1.88703, -0.72742], [1.54561, -0.31421, -1.11691], [0.21996, 0.55612, -1.89831], [-2.02394, -0.03955, -0.34776], [1.32588, 1.40676, 1.31423], [-0.24344, 1.30820, 2.01413]],
  "atomic_forces_ev_per_a": [[-0.37, 0.78, -0.88], [3.21, 3.19, -3.35], [0.48, -1.35, 1.56], [-1.95, -0.53, -0.38], [-1.27, 0.75, 0.74], [-0.20, 1.06, -0.76], [-0.19, -2.13, 1.57], [-2.10, -0.24, 0.82], [-0.14, -1.22, 1.26], [0.74, 0.59, 0.17], [1.40, -0.30, -0.21], [0.39, -0.60, -0.53]]
}


{
  "formula": "C3H6O2S2",
  "method": "the ωB97M-V functional and the def2-TZVPD basis",
  "charge": 0,
  "gap_ev": 8.068,
  "smiles": "OC[C@H](O)C(=S)S",
  "e_tot_ha": -1064.6602,
  "lumo_ha": -0.0397,
  "homo_ev": -9.150,
  "molar_mass_g_mol": 138.21,
  "fmax_ha_per_bohr": 0.0928,
  "species": ["O", "C", "C", "O", "C", "S", "S", "H", "H", "H", "H", "H", "H"],
  "xyz": [[2.21025, 0.35496, 0.15405], [0.96603, 0.98102, 0.08856], [0.01005, -0.16891, 0.44978], [0.52192, -1.43881, -0.35027], [-1.47082, 0.25453, 0.18200], [-1.93997, 1.87364, -0.13800], [-2.71134, -0.90956, 0.14235], [2.13115, -0.53651, -0.45535], [1.26273, 1.74919, 0.88717], [0.64004, 1.46916, -1.00033], [0.26987, -0.29196, 1.43098], [0.16896, -1.25798, -1.23690], [-2.05886, -2.07877, -0.15405]],
  "atomic_forces_ev_per_a": [[1.32, -3.28, -3.21], [0.80, 1.06, -1.41], [-0.45, 0.82, -3.72], [-2.13, 2.60, 1.24], [0.67, 1.63, -0.67], [0.92, -2.69, 0.93], [-0.60, -0.89, -0.28], [0.37, 3.11, 2.37], [-2.15, -0.45, -1.11], [1.09, -1.02, 2.72], [-0.11, -1.31, 2.63], [0.11, -0.25, 0.05], [0.16, 0.67, 0.46]]
}